No. 1
Entry from the Open Molecules 2025 dataset: a single CH6N4O2S molecule (ωB97M-V/def2-TZVPD).

The HOMO energy comes out at -9.165 eV. The gap between HOMO and LUMO comes out at 9.598 eV. The value obtained for the total energy is -809.31253 Ha. The value obtained for the molecular weight is 138.15 g/mol. Its relative energy (zero: lowest compared OMol25 entry of this formula, charge and spin) is 22.0 kcal per mole. The spin multiplicity is 1.

Each atom is followed by the atoms it is bonded to, with distances in Å.
Positions of all 14 atoms, in Å:
1 C 0.8647 0.7124 0.2483  N2 1.231, N3 1.347, N4 1.352
2 N 0.6161 1.9177 0.2698  C1 1.231, H9 0.953
3 N 2.1650 0.3605 0.2654  C1 1.347, H10 1.008, H11 0.929
4 N -0.0661 -0.2495 0.0606  C1 1.352, N5 1.477, S8 1.724
5 N 0.4098 -1.6476 0.0637  N4 1.477, H12 1.072, H14 1.067
6 O -2.2859 -1.1427 0.2981  S8 1.473
7 O -2.1046 0.8466 -1.1127  S8 1.696, H13 0.921
8 S -1.6950 0.2022 0.4013  N4 1.724, O6 1.473, O7 1.696
9 H -0.2890 2.1670 0.4349  N2 0.953
10 H 2.7412 1.1128 -0.0768  N3 1.008
11 H 2.3840 -0.4846 -0.0516  N3 0.929
12 H -0.3309 -2.1101 -0.5579  N5 1.072
13 H -2.8686 0.3643 -1.2935  O7 0.921
14 H 0.4594 -2.0491 1.0505  N5 1.067

=====

No. 2
Entry from the Open Molecules 2025 dataset: 2 unconnected molecules or ions with the total composition CH6NO (ωB97M-V/def2-TZVPD).

The HOMO energy comes out at -16.611 eV. The gap between HOMO and LUMO comes out at 11.228 eV. Its total charge is +1. The value obtained for the total energy is -171.41941 Ha. The value obtained for the molecular weight is 48.07 g/mol. Its relative energy (zero: lowest compared OMol25 entry of this formula, charge and spin) is 4.8 kcal per mole. The spin multiplicity is 1.

Each atom is followed by the atoms it is bonded to, with distances in Å.
Positions of all 9 atoms, in Å:
1 C -1.5886 0.3191 0.4935  N2 1.264, H3 1.081, H4 1.085
2 N -0.7509 -0.4592 -0.0452  C1 1.264, H5 1.016, H6 1.027
3 H -1.3821 1.3515 0.7373  C1 1.081
4 H -2.6030 -0.0599 0.5597  C1 1.085
5 H -1.0326 -1.3658 -0.4067  N2 1.016
6 H 0.2318 -0.2794 -0.2824  N2 1.027
7 H 2.4813 0.8001 0.0782  O9 0.984
8 H 2.6813 -0.3976 -0.7680  O9 0.957
9 O 1.9630 0.0912 -0.3665  H7 0.984, H8 0.957

=====

No. 3
Entry from the Open Molecules 2025 dataset: 2 unconnected molecules or ions with the total composition CH6NO2 (ωB97M-V/def2-TZVPD).

The HOMO energy (spin up / spin down) comes out at -9.276 / -9.245 eV. The gap between HOMO and LUMO (spin up / spin down) comes out at 9.643 / 5.815 eV. The value obtained for the total energy is -246.79864 Ha. The value obtained for the molecular weight is 64.06 g/mol. As for the expectation value of S²: 0.75. Its relative energy (zero: lowest compared OMol25 entry of this formula, charge and spin) is 39.2 kcal per mole. The spin multiplicity is 2.

Each atom is followed by the atoms it is bonded to, with distances in Å.
Positions of all 10 atoms, in Å:
1 O 0.5288 -0.3126 -2.3012  H10 1.011
2 H -0.1533 -0.4394 -0.8458  O5 1.099
3 N 0.6464 0.5117 1.6067  C4 1.479, H6 0.999, H7 1.087
4 C -0.5999 0.4572 0.8128  N3 1.479, O5 1.373, H8 1.151, H9 1.107
5 O -0.6291 -0.7187 0.1053  H2 1.099, C4 1.373
6 H 1.3064 -0.0579 1.1185  N3 0.999
7 H 0.5250 -0.1548 2.4573  N3 1.087
8 H -0.5354 1.3709 0.1159  C4 1.151
9 H -1.5431 0.6538 1.3568  C4 1.107
10 H 0.2773 0.5528 -2.7593  O1 1.011